A molecular structure, C46H38Cl3HgN8O3S. Source: the OMol25 dataset; level of theory: ωB97M-V/def2-TZVPD.

* molar mass: 1089.88 g mol⁻¹
* energy relative to the best compared isomer or geometry (same formula, charge and spin): 0.0 kJ/mol
* total charge: -2
* highest occupied orbital energy (alpha / beta): 0.32 / -2.80 eV
* maximum force: 0.43 eV Å⁻¹
* spin multiplicity: 2
* energy: -4371.68642 Eh
* Kohn-Sham gap (alpha / beta): 3.8 / 6.9 eV

The geometry in XYZ format:
```
100
Properties=species:S:1:pos:R:3:forces:R:3:mulliken_spin:R:1
Hg -0.480 0.417 -0.291 -0.1 0.0 0.3 -0.002
O 1.334 1.523 -0.583 0.0 0.0 -0.1 0.021
C 2.318 1.026 -1.431 0.0 0.1 0.1 0.021
C 2.066 -0.431 -1.904 0.0 0.0 0.0 -0.037
C 1.903 -1.436 -0.801 0.0 -0.1 0.0 0.109
C 2.945 -2.190 -0.347 0.0 0.0 0.0 -0.073
C 2.749 -3.133 0.710 0.0 0.0 0.0 0.501
C 1.457 -3.248 1.213 -0.1 0.0 0.0 -0.239
C 0.430 -2.456 0.738 0.1 0.1 0.0 0.245
C -0.916 -2.552 1.361 -0.1 0.0 -0.2 -0.004
C -1.315 -1.382 2.332 0.1 0.1 0.0 0.019
O -1.234 -0.131 1.824 -0.1 -0.1 -0.1 0.006
C -0.272 -1.546 3.491 0.0 0.0 0.0 -0.064
C -0.276 -2.593 4.408 0.0 0.0 0.0 0.027
C 0.707 -2.692 5.385 0.0 0.0 0.0 0.002
C 1.714 -1.740 5.459 0.0 0.0 0.0 0.004
C 1.720 -0.688 4.552 0.0 0.0 0.0 0.007
C 0.733 -0.590 3.582 0.0 0.0 0.0 -0.006
C -2.717 -1.625 2.951 0.0 0.0 0.0 0.006
C -3.305 -2.872 3.144 0.0 0.0 0.0 0.003
C -4.566 -2.994 3.716 0.0 0.0 0.0 0.001
C -5.257 -1.865 4.128 0.0 0.0 0.0 0.000
C -4.674 -0.616 3.954 0.0 0.0 0.0 0.000
C -3.425 -0.500 3.365 0.0 0.0 0.0 -0.001
N 0.626 -1.548 -0.302 0.0 -0.2 0.1 0.240
C 2.415 1.970 -2.641 0.0 0.0 0.0 0.000
C 2.230 1.578 -3.963 0.0 0.0 0.0 0.006
C 2.312 2.509 -4.997 0.0 0.0 0.0 0.000
C 2.595 3.837 -4.724 0.0 0.0 0.0 0.000
C 2.776 4.238 -3.404 0.0 0.0 0.0 0.000
C 2.673 3.316 -2.377 0.0 0.0 0.0 0.001
C 3.667 1.026 -0.691 0.0 0.0 0.0 -0.012
C 3.685 0.959 0.697 0.0 0.0 0.0 -0.036
C 4.887 0.877 1.386 0.0 0.0 0.0 0.016
C 6.093 0.865 0.697 0.0 0.0 0.0 0.002
C 6.084 0.935 -0.690 0.0 0.0 0.0 0.003
C 4.879 1.015 -1.376 0.0 0.0 0.0 0.006
H 2.892 -0.747 -2.546 0.0 0.0 0.0 0.016
H 1.161 -0.446 -2.519 0.0 0.0 0.0 0.009
H 3.923 -2.040 -0.790 0.0 0.0 0.0 0.000
H 3.564 -3.725 1.105 0.0 0.0 0.0 0.051
H 1.237 -3.948 2.014 0.0 0.0 0.0 -0.016
H -0.880 -3.448 1.980 0.0 0.0 0.0 0.123
H -2.430 -3.793 0.795 0.0 0.0 0.1 0.012
H -1.058 -3.343 4.375 0.0 0.0 0.0 0.002
H 0.685 -3.517 6.088 0.0 0.0 0.0 0.000
H 2.487 -1.818 6.214 0.0 0.0 0.0 0.003
H 2.505 0.059 4.594 0.0 0.0 0.0 0.000
H 0.718 0.220 2.865 0.0 0.0 0.0 -0.001
H -2.794 -3.782 2.845 0.0 0.0 0.0 0.001
H -5.009 -3.976 3.829 0.0 0.0 0.0 0.000
H -6.242 -1.957 4.570 0.0 0.0 0.0 0.000
H -5.206 0.276 4.268 0.0 0.0 0.0 0.000
H -2.964 0.464 3.186 0.0 0.0 0.0 0.002
H 1.991 0.549 -4.206 0.1 0.0 0.0 0.000
H 2.141 2.186 -6.018 0.0 0.0 0.0 0.000
H 2.652 4.562 -5.529 0.0 0.0 0.0 0.000
H 2.972 5.279 -3.171 0.0 0.0 0.0 0.000
H 2.778 3.630 -1.345 0.0 0.0 0.0 0.000
H 2.735 0.968 1.216 0.0 0.0 0.0 0.000
H 4.883 0.811 2.469 0.0 0.0 0.0 0.001
H 7.032 0.800 1.235 0.0 0.0 0.0 0.000
H 7.019 0.932 -1.241 0.0 0.0 0.0 0.000
H 4.878 1.074 -2.459 0.0 0.0 0.0 0.001
N -4.771 0.834 0.152 -0.1 0.0 0.1 0.000
C -3.572 1.222 -0.265 0.1 0.0 0.0 0.000
N -2.817 0.154 -0.418 0.0 0.0 -0.2 -0.007
C -3.608 -0.899 -0.019 0.0 0.1 0.2 0.002
N -4.819 -0.510 0.334 -0.1 0.0 0.1 0.000
C -3.284 -2.309 -0.098 0.1 0.1 -0.1 0.003
C -4.149 -3.236 -0.629 0.0 0.0 -0.1 -0.003
N -3.766 -4.430 -1.117 0.0 0.0 0.0 -0.003
C -2.431 -4.457 -1.459 0.0 0.0 0.0 0.004
C -1.510 -3.634 -0.921 0.0 0.0 0.1 0.009
N -2.026 -2.990 0.303 0.1 0.0 0.1 0.005
H -5.548 1.405 0.426 0.0 0.0 0.0 0.000
H -3.237 2.228 -0.483 -0.1 -0.1 0.0 0.000
H -5.195 -2.962 -0.736 0.0 0.0 0.0 0.002
H -2.152 -5.116 -2.275 0.0 0.0 0.0 0.001
H -0.510 -3.395 -1.242 0.0 -0.1 0.0 0.012
Cl 1.444 7.624 -1.090 0.0 0.0 0.0 0.000
C 0.507 6.149 -1.237 0.0 0.0 0.0 -0.001
C 0.238 5.388 -0.110 0.0 0.0 0.0 -0.001
C -0.494 4.230 -0.250 0.0 0.0 0.1 -0.001
Cl -0.893 3.294 1.161 0.1 0.0 0.1 0.001
C -0.977 3.727 -1.491 0.1 0.1 -0.1 0.003
O -1.635 2.643 -1.589 0.0 -0.1 -0.1 -0.001
C -0.665 4.577 -2.589 0.0 0.0 0.0 0.000
Cl -1.202 4.075 -4.169 0.0 0.0 0.0 0.000
C 0.048 5.754 -2.479 0.0 0.0 0.0 0.000
H 0.591 5.692 0.866 0.0 0.0 0.0 0.000
H 0.264 6.339 -3.362 0.0 0.0 0.0 0.000
N -2.380 -1.288 -3.200 0.1 -0.1 0.0 0.001
C -1.311 -0.708 -3.792 0.1 0.3 -0.1 -0.004
N -1.173 0.617 -3.622 0.0 -0.1 0.4 0.000
S -0.234 -1.564 -4.747 0.1 -0.3 -0.3 0.001
H -2.739 -0.839 -2.369 -0.1 0.1 0.0 -0.001
H -2.330 -2.292 -3.132 0.0 0.0 0.0 0.001
H -1.599 1.118 -2.847 -0.3 0.2 0.0 -0.001
H -0.297 1.027 -3.901 0.1 0.0 -0.2 0.001
```
Positions in Å, forces in eV/Å.